[1]
The following is a DFT calculation (wB97M-V/def2-TZVPD) of C17H34N2O3PbS2 as an isolated structure at a distorted geometry.

Calculated values
- Kohn-Sham gap (eV) = 4.5855
- total energy (eV) = -54200.486
- M (g mol⁻¹) = 585.804
- total charge = +2
- max |F| (eV Å⁻¹) = 3.609
- spin multiplicity = 1

Structure (XYZ):
```
59
Properties=species:S:1:pos:R:3:lowdin_charge:R:1
C 2.80 -1.23 3.28 -0.105
C 3.93 -0.73 2.29 -0.226
C 3.69 -1.46 0.90 -0.199
C 3.93 -0.52 -0.33 -0.205
N 2.70 -0.24 -1.15 -0.307
C 2.16 -1.49 -1.79 -0.228
C 0.99 -1.25 -2.80 -0.154
C -0.46 -1.26 -2.16 -0.150
C -1.16 -2.66 -2.21 -0.169
O -2.45 -2.63 -2.77 0.022
C -3.26 -1.70 -2.15 -0.571
O -3.50 -0.72 -2.72 0.191
N -3.78 -1.85 -0.84 0.111
C -3.20 -0.86 0.10 -0.155
C -3.94 0.51 0.09 -0.239
O -5.33 0.34 0.15 -0.130
C -5.92 1.01 1.26 -0.244
C -5.46 0.44 2.65 -0.073
C 3.16 0.72 -2.18 -1.075
S 3.93 0.18 -3.52 0.865
S 2.88 2.49 -2.09 0.962
C 1.54 2.81 -0.89 -0.489
C 2.05 2.99 0.61 -0.336
C 1.53 4.34 1.23 -0.055
H 2.75 -0.51 4.12 0.092
H 1.82 -1.27 2.74 -0.006
H 3.06 -2.25 3.62 0.106
H 4.92 -0.99 2.71 0.128
H 3.87 0.38 2.21 0.092
H 4.45 -2.26 0.85 0.140
H 2.70 -1.96 0.93 0.072
H 4.79 -0.86 -0.96 0.136
H 4.25 0.47 0.07 0.122
H 1.73 -2.11 -0.96 0.115
H 2.99 -2.10 -2.20 0.130
H 1.09 -0.35 -3.43 0.104
H 1.01 -2.11 -3.50 0.133
H -1.03 -0.47 -2.70 0.135
H -0.33 -1.01 -1.07 -0.006
H -0.56 -3.36 -2.83 0.140
H -1.17 -3.13 -1.19 0.132
H -3.53 -2.76 -0.47 0.131
H -3.20 -1.28 1.12 0.128
H -2.13 -0.66 -0.16 0.068
H -3.69 1.05 -0.85 0.124
H -3.53 1.14 0.92 0.114
H -7.01 0.85 1.18 0.129
H -5.76 2.11 1.20 0.123
H -5.84 -0.59 2.77 0.084
H -5.86 1.12 3.44 0.086
H -4.36 0.47 2.75 0.052
H 1.07 3.78 -1.18 0.098
H 0.72 2.03 -0.97 0.032
H 1.64 2.16 1.29 -0.067
H 3.15 2.94 0.69 0.115
H 1.25 5.08 0.45 0.095
H 2.26 4.79 1.91 0.097
H 0.61 4.14 1.81 0.092
Pb 1.00 0.32 0.75 1.694
```

---

[2]
The following is a DFT calculation (wB97M-V/def2-TZVPD) of a 3-piece molecular cluster, C17H34NO10P overall.

Calculated values
- Kohn-Sham gap (eV) = 9.1948
- total energy (eV) = -49437.096
- M (g mol⁻¹) = 443.430
- max |F| (eV Å⁻¹) = 0.381
- energy above the lowest of the compared OMol25 structures with the same formula, charge and spin (eV) = 0.000
- spin multiplicity = 1
- SMILES = CCN[C@]1(COCC)C(=O)OC[C@@H]1P(=O)(O)O.CCOC(C)=O.CCOC(C)=O

Structure (XYZ):
```
63
Properties=species:S:1:pos:R:3:lowdin_charge:R:1
C 3.75 -1.15 1.41 -0.085
C 2.52 -0.34 1.04 -0.275
N 1.58 -1.21 0.35 0.041
C 0.28 -0.74 -0.16 -0.336
C -0.85 -1.54 0.47 -0.137
O -1.99 -1.45 -0.35 -0.142
C -3.21 -1.55 0.34 -0.277
C -4.34 -1.20 -0.60 -0.071
C 0.36 -0.94 -1.68 -0.410
O 0.25 -1.96 -2.29 0.155
O 0.70 0.23 -2.29 0.055
C 0.73 1.32 -1.35 -0.118
C -0.01 0.77 -0.13 -0.223
P 0.04 1.73 1.41 0.445
O -0.20 0.94 2.62 -0.255
O 1.38 2.55 1.33 -0.120
O -1.07 2.88 1.16 -0.117
H 3.49 -1.94 2.11 0.076
H 4.19 -1.62 0.52 0.072
H 4.51 -0.51 1.86 0.074
H 2.04 0.01 1.95 0.099
H 2.82 0.53 0.45 0.102
H 2.04 -1.78 -0.35 0.121
H -1.06 -1.12 1.46 0.118
H -0.50 -2.57 0.60 0.138
H -3.21 -0.88 1.21 0.120
H -3.34 -2.57 0.72 0.124
H -4.35 -1.86 -1.46 0.081
H -4.23 -0.17 -0.95 0.072
H -5.29 -1.28 -0.09 0.076
H 1.76 1.60 -1.15 0.119
H 0.20 2.15 -1.81 0.134
H -1.07 0.80 -0.40 0.134
H 1.65 2.91 2.21 0.046
H -1.81 2.59 0.61 0.073
C -0.79 4.34 6.47 -0.057
C 0.67 3.98 6.62 -0.219
O 1.25 3.53 5.38 0.026
C 1.74 4.37 4.47 -0.493
C 1.58 5.86 4.61 0.028
O 2.26 3.89 3.49 0.078
H -0.92 5.19 5.80 0.071
H -1.21 4.60 7.44 0.083
H -1.34 3.49 6.06 0.088
H 1.26 4.79 7.04 0.111
H 0.79 3.12 7.28 0.126
H 0.67 6.14 4.09 0.102
H 2.42 6.33 4.12 0.095
H 1.51 6.20 5.64 0.074
C 0.27 -4.07 -4.70 -0.068
C -0.43 -5.17 -5.47 -0.234
O -1.71 -4.75 -5.96 -0.001
C -1.87 -4.07 -7.12 -0.531
C -0.65 -3.52 -7.83 0.009
O -2.98 -3.87 -7.52 0.100
H 0.50 -3.22 -5.33 0.070
H 1.20 -4.45 -4.28 0.085
H -0.35 -3.72 -3.88 0.065
H 0.18 -5.55 -6.29 0.109
H -0.66 -6.01 -4.82 0.121
H -0.49 -2.50 -7.48 0.095
H -0.88 -3.49 -8.89 0.088
H 0.26 -4.09 -7.67 0.067
```

---

[3]
The following is a DFT calculation (wB97M-V/def2-TZVPD) of C17H34O2P2V as an isolated structure at a distorted geometry.

Calculated values
- Kohn-Sham gap (alpha / beta) (eV) = 6.4312 / 6.7649
- total energy (eV) = -66531.180
- M (g mol⁻¹) = 383.349
- expectation value of S² = 3.778
- max |F| (eV Å⁻¹) = 6.475
- energy above the lowest of the compared OMol25 structures with the same formula, charge and spin (eV) = 3.552
- spin multiplicity = 4

Structure (XYZ):
```
56
Properties=species:S:1:pos:R:3:mulliken_spin:R:1
P -0.49 -1.16 -1.59 -0.041
P -2.02 0.29 1.37 -0.041
C -1.86 -1.67 -0.51 -0.014
C -2.61 -0.35 -0.24 0.090
H -1.41 -2.10 0.40 -0.012
H -2.46 -2.45 -1.02 0.002
H -2.34 0.43 -1.00 0.055
H -3.72 -0.42 -0.23 0.015
C -2.18 -1.05 2.57 0.035
H -1.96 -0.63 3.56 -0.009
H -1.50 -1.89 2.39 -0.007
H -3.23 -1.37 2.56 0.001
C -3.44 1.34 1.91 0.012
H -3.84 0.80 2.78 -0.005
H -4.19 1.42 1.11 -0.003
H -3.04 2.32 2.24 0.005
C 0.04 -2.87 -2.16 0.003
H 0.64 -2.72 -3.07 0.000
H -0.87 -3.42 -2.43 -0.001
H 0.62 -3.48 -1.45 0.000
C -1.35 -1.03 -3.19 0.004
H -1.97 -0.16 -3.30 -0.001
H -1.98 -1.90 -3.30 0.001
H -0.62 -1.05 -3.99 0.000
V -1.11 2.07 1.53 2.788
C 1.67 -1.80 -0.23 0.003
C 2.79 -2.45 -0.62 0.004
C 3.91 -1.74 -1.31 0.000
C 3.52 -0.57 -2.30 0.003
C 2.23 -0.62 -2.99 0.021
C 1.12 0.01 -2.45 -0.018
C 1.31 0.73 -1.10 -0.073
C 1.74 -0.24 0.02 0.026
C 0.50 3.33 1.03 -0.066
H 0.90 -2.31 0.42 -0.006
H 3.02 -3.48 -0.27 0.000
H 4.53 -2.49 -1.83 0.000
H 4.54 -1.33 -0.51 0.000
H 3.59 0.37 -1.72 0.000
H 4.37 -0.46 -3.02 0.000
H 2.23 -1.00 -4.02 -0.001
H 0.53 0.57 -3.19 -0.005
H 0.36 1.23 -0.84 0.081
H 2.06 1.53 -1.11 0.011
H 2.78 -0.09 0.34 -0.002
H 1.13 -0.04 0.92 -0.023
H -0.09 4.25 1.03 0.002
H 0.82 2.94 0.07 -0.020
H 1.22 3.23 1.85 0.015
C -0.93 3.80 4.10 0.022
O -1.39 2.69 3.36 0.062
C 0.10 1.41 2.79 0.032
O 0.80 1.27 3.72 0.051
H -1.71 4.11 4.80 0.007
H -0.73 4.63 3.41 -0.004
H -0.03 3.59 4.71 0.003
```